Entry 1:
90
Properties=species:S:1:pos:R:3:lowdin_charge:R:1 method="wB97M-V/def2-TZVPD" total_charge=+3 multiplicity=1 e_lumo_ev=-8.8 homo_lumo_gap_ev=5.36 de_lowest_ev=0.000 max_force_ev_per_a=3.57
N 1.74 -7.79 21.59 -0.01
C 1.25 -10.58 15.76 -0.02
H -0.37 -4.40 19.15 0.11
O 3.76 -9.25 19.78 -0.22
C 3.91 -6.04 25.59 0.06
H 3.94 -12.81 13.92 0.12
H 0.46 -7.87 29.96 0.14
H 0.72 -8.08 19.69 0.09
H 8.53 -3.71 22.48 0.11
H 6.39 -4.98 25.65 0.13
C 2.34 -7.82 25.20 0.09
C 5.62 -10.19 21.06 -0.21
H 2.11 -5.26 16.43 0.09
C 5.76 -9.91 23.39 -0.05
C 1.91 -12.05 13.95 -0.04
C 3.65 -6.52 28.49 -0.01
H 1.10 -5.75 18.16 0.18
C 2.63 -7.71 23.86 -0.21
C 2.72 -7.00 27.60 -0.18
C 6.41 -11.60 18.77 -0.10
N 5.58 -5.25 22.37 -0.02
C 6.97 -7.54 16.13 0.03
C 2.54 -10.73 16.26 -0.16
N 3.71 -6.98 23.40 0.01
C 4.31 -6.10 24.23 -0.19
C 5.66 -7.00 16.25 0.04
C 7.62 -4.16 22.78 -0.05
N 3.10 -5.93 18.75 -0.13
H -0.06 -11.20 14.13 0.11
H 4.38 -5.34 26.22 0.10
H 7.33 -11.10 22.01 0.11
C 0.07 -9.49 21.13 -0.07
N 4.58 -11.71 16.49 0.19
C 3.00 -6.92 26.13 -0.07
C 5.50 -5.44 23.73 -0.19
C 3.77 -6.06 17.60 -0.17
H 4.25 -6.48 30.58 0.11
H 6.84 -9.69 23.33 0.10
C 1.45 -7.62 29.54 -0.13
C 6.68 -4.71 21.91 -0.10
C 3.54 -6.77 29.86 -0.07
O 5.12 -9.52 22.15 -0.15
H 3.74 -5.30 15.63 0.09
N 3.10 -10.38 17.49 0.17
H 7.35 -7.89 15.21 0.11
C 4.37 -10.97 17.62 -0.12
H 6.75 -4.56 20.83 0.12
C 0.92 -11.26 14.58 -0.04
H 0.03 -3.46 20.58 0.16
C 7.10 -7.13 18.52 -0.10
C 7.74 -7.44 17.31 0.00
C 3.07 -5.80 16.28 0.01
C 4.80 -9.99 19.87 -0.30
C 3.21 -12.23 14.44 0.00
H 0.75 -7.91 27.57 0.11
H 4.65 -6.18 28.11 0.13
C 1.77 -8.31 22.82 -0.20
N 5.84 -6.68 18.65 0.04
H 0.57 -9.95 16.27 0.09
H 4.92 -7.06 15.43 0.12
H 8.72 -7.93 17.38 0.13
C 5.14 -6.60 17.52 -0.26
C 1.57 -7.55 28.17 -0.01
N 0.24 -4.20 19.87 0.17
H 1.54 -8.49 25.62 0.14
S 2.53 -4.41 21.26 0.64
H 2.79 -6.75 15.81 0.11
Bi 3.93 -6.75 20.88 1.83
H 5.39 -9.29 24.24 0.10
N 0.25 -10.11 22.32 0.13
C 7.12 -11.68 19.94 -0.64
C 1.47 -4.67 19.90 -0.76
N 7.59 -4.27 24.13 0.15
C 0.81 -8.37 20.71 -0.06
C 5.26 -10.81 18.74 -0.08
H 1.66 -12.59 13.01 0.13
H 7.67 -7.13 19.49 0.13
N 2.44 -7.39 30.34 0.10
H 6.75 -12.20 17.95 0.09
C 1.09 -9.51 23.18 -0.01
Br 8.77 -12.68 19.91 0.77
C 3.49 -11.62 15.63 -0.17
H 2.64 -9.85 18.29 0.16
C 6.73 -11.00 21.11 -0.04
H 1.12 -10.03 24.14 0.14
C 6.49 -4.90 24.56 -0.02
H 5.38 -12.36 16.32 0.20
H -0.69 -9.95 20.52 0.12
N 1.83 -5.43 18.82 -0.04
H 5.66 -10.98 23.60 0.11

=====

Entry 2:
71
Properties=species:S:1:pos:R:3:lowdin_charge:R:1 method="wB97M-V/def2-TZVPD" total_charge=+2 multiplicity=1 e_lumo_ev=-5.8 homo_lumo_gap_ev=8.36 de_lowest_ev=0.643 max_force_ev_per_a=3.90
H -12.02 12.70 6.95 0.13
O -13.67 8.75 -1.97 -0.04
H -18.16 10.66 4.46 0.13
C -12.32 11.93 -0.86 0.03
Y -14.47 14.49 2.41 1.55
H -12.85 15.01 7.52 0.12
H -11.73 8.77 -1.12 0.15
N -15.69 12.39 2.83 0.01
H -14.28 9.45 0.29 0.13
C -12.86 10.67 -0.72 -0.15
H -11.53 12.13 -1.57 0.13
H -17.17 13.07 4.10 0.13
C -14.25 17.65 1.62 -0.22
C -16.88 9.78 3.16 -0.17
H -11.29 13.25 2.06 0.11
C -14.14 11.48 1.15 -0.20
O -14.64 15.57 0.60 -0.22
N -13.76 16.97 2.66 0.04
H -12.54 13.97 -0.25 0.12
C -12.69 13.60 5.06 -0.17
C -15.75 16.30 6.40 0.05
N -16.58 15.52 2.95 0.00
H -14.47 16.65 8.10 0.10
C -13.66 19.70 2.67 -0.01
C -15.77 15.60 5.25 -0.23
C -13.74 14.55 5.61 -0.20
C -13.18 19.04 3.74 -0.03
C -16.77 12.16 3.56 -0.11
H -17.91 8.19 4.24 0.16
H -9.59 12.06 3.44 0.13
H -20.23 16.41 3.82 0.14
C -11.90 12.78 5.88 0.02
C -15.78 10.02 2.31 0.08
C -14.33 19.02 1.57 0.08
H -18.43 8.50 2.45 0.16
C -10.53 12.33 3.91 -0.03
C -13.21 17.61 3.64 -0.11
C -10.86 12.13 5.23 -0.04
H -11.93 9.81 -2.56 0.14
C -19.22 16.02 3.61 -0.01
O -16.56 7.62 2.67 -0.04
H -19.57 15.99 1.46 0.13
C -17.36 10.92 3.76 0.00
H -12.82 17.04 4.46 0.10
H -13.44 8.18 -2.69 0.09
H -10.21 11.39 5.85 0.16
C -17.57 8.46 3.19 -0.18
C -13.80 10.44 0.27 0.08
H -12.67 19.64 4.51 0.13
N -12.44 13.73 3.72 0.01
C -18.87 15.87 2.28 -0.01
C -14.61 16.07 7.26 0.02
H -16.71 6.79 3.04 0.08
C -16.89 15.69 4.26 -0.22
C -12.49 9.47 -1.63 -0.19
C -18.20 16.02 4.61 0.02
C -14.73 16.88 0.44 -0.57
C -15.13 11.26 2.19 -0.15
C -11.41 13.09 3.13 -0.09
N -14.81 14.75 4.87 0.07
N -13.70 12.73 0.93 -0.01
H -16.49 17.08 6.57 0.13
H -15.39 9.07 1.84 0.14
H -18.46 16.32 5.61 0.12
C -17.49 15.80 2.03 -0.09
C -12.79 12.94 -0.02 -0.11
O -15.33 17.44 -0.44 0.12
H -17.15 15.69 0.95 0.14
H -13.57 20.78 2.68 0.12
H -14.75 19.39 0.68 0.12
C -13.67 15.19 6.87 0.01

=====

Entry 3:
19
Properties=species:S:1:pos:R:3:nbo_charge:R:1 method="wB97M-V/def2-TZVPD" total_charge=0 multiplicity=1 e_lumo_ev=1.0 smiles=CCC(C)(C)N homo_lumo_gap_ev=10.26 de_lowest_ev=0.219 max_force_ev_per_a=2.34
C 0.62 1.48 -0.47 -0.61
H -0.79 -0.75 -1.52 0.20
H -0.81 -1.69 -0.02 0.19
H 0.64 1.39 -1.56 0.21
H 2.61 -0.37 -0.19 0.22
C 0.52 0.03 0.07 0.08
C 1.64 -0.86 -0.40 -0.60
H 1.62 1.86 -0.09 0.22
H -2.97 -0.62 -0.33 0.22
H 1.57 -1.82 0.20 0.20
H -2.29 0.98 -0.33 0.20
H 0.61 -0.81 1.90 0.35
H -0.07 0.68 1.98 0.36
N 0.67 0.11 1.50 -0.84
H -0.16 2.15 -0.13 0.21
C -0.78 -0.62 -0.39 -0.41
H 1.63 -1.08 -1.47 0.21
H -2.16 -0.01 1.17 0.20
C -2.11 -0.04 0.07 -0.62

=====

Entry 4:
54
Properties=species:S:1:pos:R:3:nbo_charge:R:1 method="wB97M-V/def2-TZVPD" total_charge=-2 multiplicity=1 e_lumo_ev=3.9 homo_lumo_gap_ev=6.26 max_force_ev_per_a=0.36
H 3.47 1.21 -5.85 0.20
C 1.01 -3.83 2.09 0.06
C 1.60 -5.10 1.92 -0.27
H 3.36 -6.13 1.27 0.20
C 3.47 -1.51 0.85 0.19
H 4.97 2.03 -1.34 0.23
C 3.05 1.15 -1.06 -0.26
C 1.73 0.81 -3.03 -0.21
O 2.21 1.97 1.25 -0.96
H 5.24 -0.65 0.01 0.23
C -4.38 -2.52 -1.96 -0.27
Se -3.06 3.24 -2.46 -0.73
H 0.81 0.47 -3.50 0.21
H -3.11 0.16 -3.62 0.24
C -3.45 -2.59 -0.93 -0.19
C -2.26 -0.71 -1.84 -0.18
Se -3.24 1.41 1.29 -0.32
H 1.09 0.28 -1.05 0.27
H -0.01 -3.71 2.45 0.23
C 3.91 1.80 -3.20 -0.23
In 0.49 -0.41 2.19 0.73
C 2.74 1.36 -3.82 -0.01
C 2.87 -2.77 1.24 0.20
O -0.38 -1.02 0.21 -0.85
Se -1.07 2.46 1.09 -0.24
C -1.39 -1.80 0.27 0.77
C -4.22 -1.54 -2.92 -0.07
H 4.71 2.22 -3.81 0.19
C 4.85 -3.99 0.48 -0.26
S 3.19 1.06 0.71 2.33
N 1.63 -2.72 1.77 -0.47
O 4.58 1.31 1.03 -0.99
H 1.05 -5.99 2.19 0.21
H -3.53 -3.33 -0.15 0.23
H 5.37 -4.93 0.33 0.19
C 3.55 -3.99 1.04 -0.10
H 6.40 -2.77 -0.31 0.20
H 1.74 0.88 -5.67 0.21
C 4.07 1.70 -1.83 -0.22
C 4.74 -1.57 0.30 -0.30
C 2.56 1.50 -5.31 -0.63
H -5.21 -3.20 -2.01 0.21
Se -3.86 5.50 0.99 -0.73
C -2.38 -1.70 -0.87 -0.06
C -3.18 -0.62 -2.88 -0.24
C 1.88 0.71 -1.66 -0.19
Sb -3.00 3.55 -0.09 1.04
O -1.62 -2.62 1.17 -0.72
C 5.41 -2.79 0.12 -0.18
Br -5.49 -1.43 -4.34 -0.01
N 2.68 -0.41 1.06 -1.01
H 2.34 2.53 -5.58 0.22
H -1.46 0.01 -1.76 0.25
C 2.87 -5.17 1.41 -0.15

=====

Entry 5:
94
Properties=species:S:1:pos:R:3:lowdin_charge:R:1 method="wB97M-V/def2-TZVPD" total_charge=0 multiplicity=4 e_lumo_ev="-0.6 / 0.1" homo_lumo_gap_ev="7.44 / 8.24" de_lowest_ev=1.571 max_force_ev_per_a=1.41
H -5.29 -1.42 -1.71 0.10
C -1.92 4.07 0.24 -0.11
C -1.97 -1.53 -5.15 -0.03
C 2.92 1.79 0.19 -0.14
C -4.16 0.30 -1.10 -0.09
H -1.44 -3.69 2.73 0.11
C 3.96 2.69 0.25 -0.06
C -0.58 -3.35 3.30 -0.09
H -1.40 3.94 -0.70 0.03
H 0.97 -3.92 6.25 0.10
Cr 0.08 0.90 -1.32 0.51
H 1.48 -0.55 -2.97 0.06
H -1.81 -2.28 -7.15 0.10
P -0.81 1.55 0.94 1.05
N 0.73 0.14 -3.18 0.01
H 0.29 0.20 3.44 0.07
H 1.51 -4.10 1.13 0.10
C -3.25 4.39 2.65 -0.07
C -1.30 -1.80 -6.33 -0.08
H 1.22 0.92 -3.62 0.07
H 2.78 4.85 -2.10 0.11
H 4.79 2.52 0.92 0.11
H 4.58 -2.63 -1.34 0.06
H -2.79 1.81 -0.59 0.05
C -2.53 3.23 2.41 -0.08
O 2.70 -1.76 -2.73 -0.01
H -2.37 -1.83 1.87 0.08
C -0.34 -3.89 4.55 -0.08
C -0.08 -3.13 0.05 -0.34
H 4.74 4.53 -0.56 0.11
C 0.79 -3.51 5.27 -0.09
C 2.26 2.85 4.16 -0.08
H -3.57 -2.17 -3.28 0.10
H -1.03 -4.61 4.97 0.10
H -2.94 0.64 1.59 0.08
C -2.63 5.23 0.49 -0.07
C -3.30 5.39 1.70 -0.08
H 1.69 -0.48 -5.48 0.12
H 0.58 -1.63 -7.37 0.10
C 3.93 3.81 -0.58 -0.06
C 2.85 4.00 -1.43 -0.08
H 2.58 -2.32 5.26 0.10
C 0.74 1.18 3.32 -0.09
H 2.98 3.18 4.90 0.10
C 1.00 3.26 2.15 -0.10
H -2.47 2.46 3.17 0.11
C -0.91 -3.21 -1.07 -0.08
H -3.02 -1.77 -5.11 0.10
O 2.01 -0.72 -0.87 -0.17
H -1.62 -2.42 -1.28 0.07
C 0.09 -5.30 -1.71 -0.08
C -2.18 -0.60 -2.85 -0.19
Cl 4.19 -1.79 0.82 0.60
H 2.13 -1.35 3.02 0.08
H 1.90 0.97 5.11 0.11
C -1.86 3.06 1.20 -0.36
S 0.38 3.09 -2.38 0.71
H 2.38 4.66 2.99 0.11
N 1.88 1.97 -0.63 -0.08
C -1.93 0.28 1.76 -0.36
C 0.93 -5.23 -0.60 -0.08
H -3.77 4.51 3.60 0.10
C 0.41 1.99 2.25 -0.35
C 1.66 1.61 4.27 -0.07
H -2.67 6.01 -0.26 0.11
H -3.85 6.30 1.89 0.10
C 0.85 -4.15 0.27 -0.09
P -0.02 -1.63 1.11 1.09
C 2.84 -1.35 -1.57 -0.77
C -0.83 -4.29 -1.93 -0.07
H -1.73 0.31 2.83 0.07
H -1.48 -4.33 -2.80 0.10
C 1.69 -2.61 4.71 -0.08
H 0.74 3.91 1.33 0.11
H 0.17 -6.14 -2.39 0.10
C -1.36 -0.91 -4.05 -0.10
Cl 5.36 -0.43 -1.49 0.59
H -4.94 0.73 -0.48 0.11
C -1.80 -1.15 1.24 -0.37
H -2.23 -1.20 0.23 0.05
C 4.22 -1.69 -0.95 -0.98
C -2.91 0.91 -1.16 -0.17
C -3.39 -1.29 -2.69 -0.07
C 0.29 -2.41 2.75 -0.38
C 0.03 -1.43 -6.46 -0.08
C 1.83 3.05 -1.42 -0.72
C -4.36 -0.87 -1.81 -0.08
C 0.65 -0.78 -5.41 -0.02
C -0.03 -0.51 -4.22 -0.20
H 2.89 0.91 0.81 0.10
C -1.83 0.43 -1.93 -0.16
H 1.67 -6.00 -0.43 0.10
C 1.92 3.68 3.09 -0.07
C 1.43 -2.06 3.46 -0.13

=====

Entry 6:
10
Properties=species:S:1:pos:R:3:nbo_charge:R:1 method="wB97M-V/def2-TZVPD" total_charge=0 multiplicity=1 e_lumo_ev="-2.0 / -2.0" smiles=BrN(Br)c1cnsc1 homo_lumo_gap_ev="6.50 / 6.50" de_lowest_ev=2.737 max_force_ev_per_a=5.23
N -1.43 -0.09 -0.37 -0.43
N 2.17 -0.33 -0.43 -0.55
C -0.23 -0.05 0.12 0.03
C 0.42 0.86 0.89 -0.45
H 0.03 1.71 1.39 0.25
Br -2.43 -1.84 -0.44 0.15
Br -2.81 1.34 0.44 0.07
C 1.13 -0.93 -0.75 0.13
H 0.98 -1.60 -1.57 0.22
S 2.16 0.92 0.74 0.57

=====

In the order shown, the computed DFT total energy values come out to -5537.56054; -1941.26953; -253.05503; -14305.68282; -5044.01598; -5771.08050 Ha.